(1)
Here is the molecule C2H4N4 from the Open Molecules 2025 dataset. Energies are from ωB97M-V/def2-TZVPD.

Element x y z (Å)
N1 -0.185 -1.622 0.396
C1 -0.459 -0.349 0.183
C2 -1.147 0.573 -0.454
N2 -0.204 1.404 -1.121
N3 0.924 1.537 -0.560
N4 1.273 0.637 0.300
H1 0.731 -1.795 0.775
H2 -0.722 -2.404 0.045
H3 -2.182 0.918 -0.487
H4 1.971 1.101 0.923

Calculated values
Frontier orbital gap, eV: 9.0654
Energy relative to the best compared isomer or geometry (same formula, charge and spin), kJ/mol: 460.39
LUMO level, eV: 0.642

The molecule's natural (NBO) atomic charges, reported in e, are given here: atom 1 (N): -0.784, atom 2 (C): 0.395, atom 3 (C): -0.271, atom 4 (N): -0.262, atom 5 (N): 0.006, atom 6 (N): -0.526, atom 7 (H): 0.413, atom 8 (H): 0.409, atom 9 (H): 0.246, atom 10 (H): 0.374

=====

(2)
Here is C29H35Cl2KN2O2P as an isolated structure from the Open Molecules 2025 dataset. Energies are from ωB97M-V/def2-TZVPD.

Element x y z (Å)
K1 2.307 0.397 -0.152
O1 2.934 0.596 -2.540
C1 2.240 1.185 -3.436
C2 2.407 0.804 -4.809
C3 1.646 1.305 -5.840
C4 0.649 2.252 -5.583
C5 0.483 2.671 -4.276
C6 1.247 2.210 -3.191
C7 0.899 2.821 -1.910
N1 1.509 2.749 -0.792
N2 0.951 3.513 0.218
C8 0.853 2.908 1.377
O2 1.065 1.687 1.685
C9 0.424 3.829 2.505
C10 0.054 5.157 2.290
C11 -0.318 5.971 3.353
C12 -0.323 5.474 4.653
C13 0.043 4.153 4.874
C14 0.408 3.340 3.807
H1 3.170 0.058 -4.997
H2 1.822 0.956 -6.853
H3 0.032 2.654 -6.375
H4 -0.278 3.418 -4.069
H5 -0.006 3.438 -1.955
H6 0.070 5.533 1.276
H7 -0.604 7.000 3.169
H8 -0.611 6.110 5.482
H9 0.042 3.755 5.883
H10 0.689 2.304 3.955
Cl1 3.764 -2.431 0.640
C15 4.095 -2.079 2.345
Cl2 4.078 -0.351 2.710
H11 5.079 -2.465 2.578
H12 3.319 -2.560 2.930
C16 -3.049 -0.214 -1.281
C17 -2.497 -0.853 -0.001
C18 -2.402 0.238 1.078
C19 -3.436 -1.956 0.486
P1 -0.715 -1.364 -0.319
C20 -0.311 -2.270 1.231
C21 0.307 -1.466 2.199
C22 0.679 -1.991 3.434
C23 0.466 -3.335 3.710
C24 -0.138 -4.145 2.756
C25 -0.533 -3.615 1.534
C26 -0.575 -2.551 -1.774
C27 -1.647 -3.625 -1.963
C28 -0.536 -1.662 -3.033
C29 0.812 -3.196 -1.647
H13 -3.999 0.281 -1.061
H14 -3.234 -0.958 -2.057
H15 -2.359 0.536 -1.676
H16 -3.379 0.717 1.198
H17 -1.669 1.006 0.815
H18 -2.115 -0.182 2.043
H19 -4.411 -1.521 0.734
H20 -3.048 -2.437 1.387
H21 -3.596 -2.723 -0.272
H22 0.483 -0.409 1.993
H23 1.137 -1.342 4.171
H24 0.762 -3.749 4.667
H25 -0.311 -5.194 2.968
H26 -1.017 -4.260 0.815
H27 -2.624 -3.181 -2.154
H28 -1.739 -4.291 -1.105
H29 -1.391 -4.239 -2.834
H30 -1.507 -1.222 -3.256
H31 -0.239 -2.270 -3.894
H32 0.193 -0.854 -2.935
H33 0.914 -3.813 -0.754
H34 1.590 -2.426 -1.632
H35 0.995 -3.827 -2.523

Calculated values
Frontier orbital gap, eV: 5.5674
Energy relative to the best compared isomer or geometry (same formula, charge and spin), kJ/mol: 53.09
LUMO level, eV: 2.053
Net charge: -1

The molecule's Löwdin atomic charges, reported in e, are given here: atom 1 (K): 0.620, atom 2 (O): -0.232, atom 3 (C): -0.438, atom 4 (C): -0.055, atom 5 (C): -0.139, atom 6 (C): -0.152, atom 7 (C): -0.098, atom 8 (C): -0.152, atom 9 (C): -0.139, atom 10 (N): -0.082, atom 11 (N): 0.022, atom 12 (C): -0.526, atom 13 (O): -0.212, atom 14 (C): -0.141, atom 15 (C): -0.044, atom 16 (C): -0.107, atom 17 (C): -0.125, atom 18 (C): -0.107, atom 19 (C): -0.042, atom 20 (H): 0.094, atom 21 (H): 0.084, atom 22 (H): 0.075, atom 23 (H): 0.092, atom 24 (H): 0.105, atom 25 (H): 0.096, atom 26 (H): 0.089, atom 27 (H): 0.086, atom 28 (H): 0.089, atom 29 (H): 0.101, atom 30 (Cl): 0.554, atom 31 (C): -0.982, atom 32 (Cl): 0.563, atom 33 (H): 0.023, atom 34 (H): 0.005, atom 35 (C): -0.102, atom 36 (C): -0.698, atom 37 (C): -0.101, atom 38 (C): -0.089, atom 39 (P): 1.151, atom 40 (C): -0.353, atom 41 (C): -0.112, atom 42 (C): -0.096, atom 43 (C): -0.103, atom 44 (C): -0.090, atom 45 (C): -0.099, atom 46 (C): -0.696, atom 47 (C): -0.093, atom 48 (C): -0.099, atom 49 (C): -0.109, atom 50 (H): 0.083, atom 51 (H): 0.059, atom 52 (H): 0.085, atom 53 (H): 0.084, atom 54 (H): 0.077, atom 55 (H): 0.075, atom 56 (H): 0.083, atom 57 (H): 0.071, atom 58 (H): 0.059, atom 59 (H): 0.064, atom 60 (H): 0.106, atom 61 (H): 0.097, atom 62 (H): 0.097, atom 63 (H): 0.086, atom 64 (H): 0.061, atom 65 (H): 0.059, atom 66 (H): 0.082, atom 67 (H): 0.062, atom 68 (H): 0.089, atom 69 (H): 0.072, atom 70 (H): 0.062, atom 71 (H): 0.063, atom 72 (H): 0.087

=====

(3)
Here is a 2-piece molecular cluster, C17H11ClN3O4S overall from the Open Molecules 2025 dataset. Energies are from ωB97M-V/def2-TZVPD.

Element x y z (Å)
C1 -0.780 1.534 3.150
C2 -2.128 1.739 3.292
C3 -2.744 2.883 2.705
N1 -3.146 3.845 2.161
C4 -2.946 0.847 4.043
N2 -3.588 0.057 4.637
C5 -0.089 0.502 3.934
C6 -0.514 -0.834 3.874
C7 0.128 -1.811 4.632
C8 1.171 -1.461 5.494
C9 1.591 -0.125 5.574
C10 0.984 0.842 4.780
H1 -0.149 2.305 2.700
H2 -1.337 -1.103 3.213
H3 -0.203 -2.846 4.546
H4 1.636 -2.231 6.115
H5 2.398 0.153 6.255
H6 1.304 1.887 4.818
O1 0.704 0.236 -8.223
N3 0.501 -0.760 -7.489
O2 0.305 -1.910 -7.949
C11 0.498 -0.587 -6.074
C12 0.296 -1.698 -5.241
C13 0.374 -1.554 -3.856
C14 0.667 -0.304 -3.290
S1 0.908 -0.174 -1.483
C15 -0.562 0.471 -0.848
Cl1 -0.736 0.578 0.768
O3 1.094 -1.548 -1.051
O4 1.978 0.793 -1.318
C16 0.826 0.817 -4.123
C17 0.743 0.677 -5.511
H7 0.104 -2.669 -5.681
H8 0.231 -2.426 -3.222
H9 -1.446 0.554 -1.471
H10 1.035 1.795 -3.695
H11 0.891 1.528 -6.166

Calculated values
Frontier orbital gap, eV: 4.3665
Energy relative to the best compared isomer or geometry (same formula, charge and spin), kJ/mol: 65.13
LUMO level, eV: 1.169
Net charge: -1

The molecule's natural (NBO) atomic charges, reported in e, are given here: atom 1 (C): 0.011, atom 2 (C): -0.341, atom 3 (C): 0.294, atom 4 (N): -0.311, atom 5 (C): 0.292, atom 6 (N): -0.321, atom 7 (C): -0.115, atom 8 (C): -0.159, atom 9 (C): -0.209, atom 10 (C): -0.220, atom 11 (C): -0.168, atom 12 (C): -0.193, atom 13 (H): 0.254, atom 14 (H): 0.235, atom 15 (H): 0.216, atom 16 (H): 0.209, atom 17 (H): 0.203, atom 18 (H): 0.211, atom 19 (O): -0.392, atom 20 (N): 0.491, atom 21 (O): -0.395, atom 22 (C): 0.069, atom 23 (C): -0.202, atom 24 (C): -0.196, atom 25 (C): -0.236, atom 26 (S): 2.141, atom 27 (C): -1.026, atom 28 (Cl): 0.007, atom 29 (O): -0.985, atom 30 (O): -0.975, atom 31 (C): -0.198, atom 32 (C): -0.193, atom 33 (H): 0.241, atom 34 (H): 0.254, atom 35 (H): 0.216, atom 36 (H): 0.249, atom 37 (H): 0.239

=====

(4)
Here is C18H32As3Cl2GaO9P2 as an isolated structure from the Open Molecules 2025 dataset. Energies are from ωB97M-V/def2-TZVPD.

Element x y z (Å)
Ga1 -1.429 0.942 0.010
O1 -2.918 4.104 -1.965
P1 -3.298 2.600 -1.607
O2 -4.721 2.278 -1.834
O3 -2.697 2.343 -0.220
O4 -2.367 1.741 -2.638
P2 -2.548 0.098 -2.648
O5 -4.001 -0.136 -3.205
O6 -1.482 -0.502 -3.461
O7 -2.525 -0.228 -1.132
H1 -3.559 4.470 -2.592
H2 -4.617 0.525 -2.807
Cl1 -2.496 5.864 5.285
C1 -2.135 4.533 4.228
C2 -2.394 3.233 4.658
C3 -2.101 2.172 3.837
Cl2 -2.445 0.559 4.364
C4 -1.518 2.347 2.557
O8 -1.204 1.284 1.860
C5 -1.303 3.681 2.138
C6 -0.782 4.020 0.820
O9 -0.467 3.246 -0.066
C7 -1.610 4.754 2.984
H3 -2.835 3.065 5.632
H4 -0.696 5.105 0.628
H5 -1.437 5.768 2.640
C8 -2.793 -2.550 1.035
As1 -1.120 -1.563 1.007
C9 -0.411 -2.137 2.734
C10 -0.139 -2.719 -0.246
C11 1.276 -2.276 -0.677
C12 2.093 -1.863 0.553
C13 1.208 -1.158 -1.733
As2 0.691 0.663 -1.251
C14 2.224 1.351 -0.266
C15 0.983 1.598 -2.916
C16 1.908 -3.506 -1.362
As3 3.805 -3.697 -1.937
C17 4.515 -1.885 -2.235
C18 4.637 -3.961 -0.173
H6 -2.615 -3.601 1.253
H7 -3.282 -2.439 0.070
H8 -3.431 -2.119 1.804
H9 0.009 -3.138 2.657
H10 -1.236 -2.138 3.443
H11 0.347 -1.442 3.089
H12 -0.785 -2.809 -1.124
H13 -0.083 -3.701 0.226
H14 1.602 -1.048 1.088
H15 3.090 -1.524 0.276
H16 2.198 -2.701 1.245
H17 0.504 -1.430 -2.522
H18 2.185 -1.026 -2.190
H19 3.135 0.904 -0.661
H20 2.144 1.160 0.801
H21 2.241 2.424 -0.428
H22 2.038 1.523 -3.166
H23 0.706 2.640 -2.767
H24 0.363 1.163 -3.694
H25 1.322 -3.736 -2.256
H26 1.797 -4.373 -0.704
H27 4.130 -1.462 -3.162
H28 5.594 -2.000 -2.345
H29 4.324 -1.201 -1.408
H30 4.086 -4.722 0.381
H31 4.672 -3.046 0.416
H32 5.655 -4.322 -0.320

Calculated values
Frontier orbital gap, eV: 8.3228
Energy relative to the best compared isomer or geometry (same formula, charge and spin), kJ/mol: 59.14
LUMO level, eV: -0.247

The molecule's natural (NBO) atomic charges, reported in e, are given here: atom 1 (Ga): 1.609, atom 2 (O): -0.985, atom 3 (P): 2.575, atom 4 (O): -1.141, atom 5 (O): -1.199, atom 6 (O): -1.096, atom 7 (P): 2.575, atom 8 (O): -0.996, atom 9 (O): -1.127, atom 10 (O): -1.227, atom 11 (H): 0.515, atom 12 (H): 0.542, atom 13 (Cl): 0.003, atom 14 (C): -0.065, atom 15 (C): -0.195, atom 16 (C): -0.117, atom 17 (Cl): 0.016, atom 18 (C): 0.459, atom 19 (O): -0.877, atom 20 (C): -0.262, atom 21 (C): 0.472, atom 22 (O): -0.581, atom 23 (C): -0.170, atom 24 (H): 0.244, atom 25 (H): 0.131, atom 26 (H): 0.229, atom 27 (C): -0.936, atom 28 (As): 1.001, atom 29 (C): -0.945, atom 30 (C): -0.715, atom 31 (C): -0.060, atom 32 (C): -0.623, atom 33 (C): -0.727, atom 34 (As): 1.005, atom 35 (C): -0.939, atom 36 (C): -0.929, atom 37 (C): -0.708, atom 38 (As): 0.889, atom 39 (C): -0.963, atom 40 (C): -0.956, atom 41 (H): 0.221, atom 42 (H): 0.255, atom 43 (H): 0.238, atom 44 (H): 0.221, atom 45 (H): 0.239, atom 46 (H): 0.236, atom 47 (H): 0.246, atom 48 (H): 0.218, atom 49 (H): 0.204, atom 50 (H): 0.212, atom 51 (H): 0.219, atom 52 (H): 0.280, atom 53 (H): 0.229, atom 54 (H): 0.227, atom 55 (H): 0.242, atom 56 (H): 0.247, atom 57 (H): 0.224, atom 58 (H): 0.253, atom 59 (H): 0.278, atom 60 (H): 0.230, atom 61 (H): 0.221, atom 62 (H): 0.228, atom 63 (H): 0.236, atom 64 (H): 0.203, atom 65 (H): 0.225, atom 66 (H): 0.212, atom 67 (H): 0.230

=====

(5)
Here is C5H14BN as an isolated structure from the Open Molecules 2025 dataset. Energies are from ωB97M-V/def2-TZVPD.

Element x y z (Å)
B1 -1.305 -0.102 0.132
C1 -2.367 1.063 0.554
C2 -1.896 -1.492 -0.408
C3 2.207 -0.318 1.013
C4 1.816 0.545 -1.264
C5 1.246 -0.292 -0.240
N1 -0.015 0.328 0.059
H1 -2.871 1.384 -0.314
H2 -1.878 2.018 0.939
H3 -3.140 0.777 1.307
H4 -1.759 -1.703 -1.459
H5 -3.066 -1.573 -0.293
H6 -1.540 -2.330 0.251
H7 2.983 0.470 1.011
H8 1.622 0.031 1.837
H9 2.549 -1.364 1.280
H10 1.998 1.651 -0.989
H11 1.385 0.699 -2.197
H12 2.788 0.102 -1.520
H13 1.215 -1.342 -0.545
H14 0.027 1.448 0.845

Calculated values
Frontier orbital gap, eV: 10.3911
Energy relative to the best compared isomer or geometry (same formula, charge and spin), kJ/mol: 257.64
LUMO level, eV: 0.634

The molecule's natural (NBO) atomic charges, reported in e, are given here: atom 1 (B): 0.806, atom 2 (C): -0.917, atom 3 (C): -0.965, atom 4 (C): -0.621, atom 5 (C): -0.598, atom 6 (C): -0.080, atom 7 (N): -0.824, atom 8 (H): 0.228, atom 9 (H): 0.192, atom 10 (H): 0.224, atom 11 (H): 0.236, atom 12 (H): 0.225, atom 13 (H): 0.231, atom 14 (H): 0.216, atom 15 (H): 0.213, atom 16 (H): 0.218, atom 17 (H): 0.201, atom 18 (H): 0.217, atom 19 (H): 0.200, atom 20 (H): 0.216, atom 21 (H): 0.382

=====

(6)
Here is C4H12NS2 as an isolated structure from the Open Molecules 2025 dataset. Energies are from ωB97M-V/def2-TZVPD.

Element x y z (Å)
N1 0.026 -2.871 0.050
C1 0.406 -1.791 -0.962
C2 -0.806 -0.856 -1.093
S1 -0.343 0.689 -1.933
S2 0.662 -0.448 1.940
C3 -0.125 2.397 1.394
C4 -0.388 2.966 0.097
H1 1.527 -1.416 2.243
H2 0.443 -3.770 -0.187
H3 -0.026 -2.452 0.983
H4 1.216 -1.184 -0.359
H5 0.851 -2.128 -1.837
H6 -1.691 -1.301 -1.589
H7 -1.030 -0.768 -0.062
H8 0.559 2.794 2.151
H9 -0.808 1.737 1.984
H10 -1.389 2.674 -0.391
H11 0.186 3.837 -0.325
H12 0.358 1.926 0.320

Calculated values
Multiplicity: 2
Frontier orbital gap (spin up / spin down), eV: 5.8148 / 4.8580
Energy relative to the best compared isomer or geometry (same formula, charge and spin), kJ/mol: 529.34
LUMO level (spin up / spin down), eV: -1.475 / -2.359
⟨S²⟩: 0.76

The molecule's natural (NBO) atomic charges, reported in e, are given here: atom 1 (N): -0.910, atom 2 (C): -0.244, atom 3 (C): -0.595, atom 4 (S): 0.068, atom 5 (S): -0.912, atom 6 (C): -0.353, atom 7 (C): -0.369, atom 8 (H): 0.136, atom 9 (H): 0.376, atom 10 (H): 0.408, atom 11 (H): 0.219, atom 12 (H): 0.191, atom 13 (H): 0.221, atom 14 (H): 0.263, atom 15 (H): 0.272, atom 16 (H): 0.296, atom 17 (H): 0.273, atom 18 (H): 0.270, atom 19 (H): 0.390

=====

> energy relative to the best compared isomer or geometry (same formula, charge and spin) of number 3 (C17H11ClN3O4S)?

65.13 kJ/mol

=====

> Look up the energy relative to the best compared isomer or geometry (same formula, charge and spin) of the fourth one.

59.14 kJ/mol

=====

> Number 5 is which compound?

C5H14BN